Run A
{
  "formula": "C2H6N2O",
  "method": "ωB97M-V/def2-TZVPD",
  "homo_ev": -9.40,
  "orbital_gap_ev": 10.4,
  "smiles": "[H]/N=C/NOC",
  "symbols": ["H", "N", "C", "N", "O", "C", "H", "H", "H", "H", "H"],
  "positions_angstrom": [[-1.3017, 2.0444, 1.2830], [-0.9398, 1.3455, 0.6483], [-0.5600, 0.3167, 1.2968], [-0.0027, -0.7603, 0.6261], [-0.2866, -0.8309, -0.7235], [0.7746, -0.2618, -1.4838], [-0.5035, 0.1725, 2.4079], [-0.2631, -1.6557, 1.0129], [1.7573, -0.6148, -1.1613], [0.7280, 0.8164, -1.3802], [0.5975, -0.5720, -2.5262]]
}

---

Run B
{
  "formula": "C2H6N2O",
  "method": "ωB97M-V/def2-TZVPD",
  "homo_ev": -9.88,
  "orbital_gap_ev": 10.5,
  "smiles": "[H]/N=C(/C)NO",
  "symbols": ["H", "N", "C", "C", "N", "O", "H", "H", "H", "H", "H"],
  "positions_angstrom": [[-1.3967, 1.6055, -0.2831], [-0.3664, 1.5120, -0.1845], [0.1179, 0.3096, -0.0082], [1.4957, -0.2917, -0.1251], [-0.7883, -0.6854, -0.3736], [-2.0326, -0.2415, -0.0902], [1.3812, -1.2761, -0.7316], [1.7792, -0.1736, 1.0479], [2.3193, 0.4789, -0.4540], [-0.6943, -1.4046, 0.5654], [-1.8148, 0.1668, 0.6372]]
}

---

Which of them is least stable? Easy: run B.

---

Run A
{
  "formula": "C2H6N2O",
  "method": "ωB97M-V/def2-TZVPD",
  "homo_ev": -8.81,
  "orbital_gap_ev": 9.6,
  "smiles": "N/N=C\\CO",
  "symbols": ["N", "N", "C", "C", "O", "H", "H", "H", "H", "H", "H"],
  "positions_angstrom": [[-0.3438, 1.1495, 0.9355], [0.7043, 1.1958, 0.0797], [0.8814, 0.1675, -0.7196], [0.1239, -1.1061, -0.3201], [-1.1459, -0.7096, -1.0382], [-0.9288, 0.2892, 1.3688], [-0.3439, 1.7577, 1.6527], [1.6783, 0.3029, -1.6312], [0.5329, -1.9031, -0.7298], [0.0296, -1.1235, 0.7084], [-1.1880, -0.0203, -0.3061]]
}

---

Run B
{
  "formula": "C2H6N2O",
  "method": "ωB97M-V/def2-TZVPD",
  "homo_ev": -9.66,
  "orbital_gap_ev": 10.5,
  "smiles": "NCC(N)=O",
  "symbols": ["N", "C", "C", "N", "O", "H", "H", "H", "H", "H", "H"],
  "positions_angstrom": [[1.3935, 0.5604, 1.2867], [0.7771, 0.7213, -0.0470], [-0.3583, -0.0993, -0.5133], [-1.3551, -0.6572, 0.5179], [-0.5903, -0.4371, -1.6866], [0.6989, 0.5880, 2.0672], [2.0168, -0.2471, 1.4063], [1.5825, 0.4926, -0.8021], [0.5938, 1.7666, -0.2854], [-1.0216, -0.7237, 1.4940], [-1.9295, -1.4341, 0.3434]]
}

---

Which of them is least stable? Easy: run A.

---

Run A
{
  "formula": "C57H85MnO6PSSe",
  "method": "ωB97M-V/def2-TZVPD",
  "s_squared": 8.75,
  "spin_multiplicity": 6,
  "homo_ev": [-2.09, -2.22],
  "total_charge": -2,
  "orbital_gap_ev": [6.1, 6.2],
  "symbols": ["Mn", "C", "C", "C", "C", "C", "C", "C", "Se", "C", "C", "C", "C", "C", "C", "O", "C", "C", "C", "C", "C", "C", "C", "C", "C", "O", "C", "C", "C", "C", "C", "C", "H", "H", "H", "H", "H", "H", "H", "H", "H", "H", "H", "H", "H", "H", "H", "H", "H", "H", "H", "H", "H", "H", "H", "H", "H", "H", "H", "H", "H", "H", "H", "H", "H", "H", "H", "H", "H", "H", "H", "H", "O", "S", "O", "O", "O", "C", "C", "C", "C", "C", "C", "C", "C", "C", "C", "C", "C", "C", "C", "C", "C", "C", "C", "C", "C", "C", "P", "C", "C", "C", "C", "C", "C", "C", "C", "H", "H", "H", "H", "H", "H", "H", "H", "H", "H", "H", "H", "H", "H", "H", "H", "H", "H", "H", "H", "H", "H", "H", "H", "H", "H", "H", "H", "H", "H", "H", "H", "H", "H", "H", "H", "H", "H", "H", "H", "H", "H", "H", "H", "H"],
  "positions_angstrom": [[0.3899, -0.4354, 0.2932], [2.1169, -6.1701, -4.6084], [1.8641, -6.3576, -3.1075], [3.2112, -6.5380, -2.3972], [1.0527, -7.6391, -2.9184], [1.1549, -5.1324, -2.5401], [1.7558, -3.8814, -2.6285], [1.1759, -2.7623, -2.0675], [2.0233, -1.0512, -2.2364], [3.4390, -1.1996, -0.9564], [4.5176, -2.0209, -1.2459], [5.5502, -2.1844, -0.3422], [5.4389, -1.4756, 0.8547], [4.3884, -0.6400, 1.1916], [3.3302, -0.4602, 0.2484], [2.3223, 0.3318, 0.4532], [4.4286, -0.0474, 2.6087], [4.3536, -1.1954, 3.6257], [3.2877, 0.9123, 2.9390], [5.7458, 0.7207, 2.8087], [6.7403, -3.1074, -0.5761], [6.7082, -3.7415, -1.9667], [8.0534, -2.3264, -0.4388], [6.7247, -4.2379, 0.4613], [-0.0742, -2.8217, -1.3921], [-0.5822, -1.7791, -0.8116], [-0.7346, -4.0808, -1.3645], [-0.0872, -5.1787, -1.9193], [-2.1392, -4.3407, -0.7891], [-2.0621, -5.4798, 0.2386], [-3.0524, -4.7663, -1.9501], [-2.8228, -3.1620, -0.0863], [2.6323, -7.0399, -5.0246], [1.1753, -6.0367, -5.1421], [2.7318, -5.2919, -4.7990], [3.7505, -7.4000, -2.7992], [3.8410, -5.6587, -2.5191], [3.0650, -6.6872, -1.3275], [1.6040, -8.4865, -3.3344], [0.8666, -7.8438, -1.8646], [0.0887, -7.5841, -3.4250], [2.7081, -3.7677, -3.1328], [4.5258, -2.5345, -2.1969], [6.2177, -1.6141, 1.5960], [3.3978, -1.7122, 3.5529], [5.1566, -1.9187, 3.4722], [4.4446, -0.7942, 4.6391], [2.3208, 0.4208, 2.8901], [3.4409, 1.2762, 3.9618], [3.2649, 1.7673, 2.2649], [6.6252, 0.0799, 2.7300], [5.8445, 1.5181, 2.0696], [5.7550, 1.1745, 3.8026], [6.7133, -2.9868, -2.7537], [7.5859, -4.3787, -2.1014], [5.8230, -4.3618, -2.1018], [8.0876, -1.5028, -1.1530], [8.1607, -1.9024, 0.5584], [8.9094, -2.9809, -0.6219], [5.8091, -4.8228, 0.3748], [7.5794, -4.9050, 0.3214], [6.7653, -3.8419, 1.4748], [-0.5998, -6.1296, -1.8596], [-1.8088, -6.4410, -0.2145], [-1.3197, -5.2499, 1.0016], [-3.0302, -5.5900, 0.7337], [-2.6567, -5.6319, -2.4838], [-4.0460, -5.0191, -1.5716], [-3.1600, -3.9502, -2.6654], [-2.2535, -2.7858, 0.7599], [-2.9866, -2.3293, -0.7681], [-3.7973, -3.5125, 0.2728], [-0.8600, -2.6341, 2.6280], [0.2762, -1.7455, 2.7775], [0.8800, -1.7539, 4.0947], [1.2739, -1.9069, 1.6792], [-0.2026, -0.2754, 2.4188], [-3.5705, -3.4185, 4.1577], [-4.0512, -2.0407, 4.6080], [-5.5740, -2.0276, 4.7257], [-3.5102, -0.9458, 3.7021], [-4.1575, -0.6210, 2.5181], [-3.7200, 0.4834, 1.7894], [-4.7029, 1.0394, 0.7630], [-5.2985, -0.0451, -0.1407], [-5.8533, 1.7780, 1.4538], [-2.5361, 1.1482, 2.1281], [-1.7373, 0.6949, 3.2334], [-2.3886, -0.2399, 4.0747], [-0.8758, 1.7382, 3.9858], [0.1129, 2.5248, 3.1343], [-0.1545, 1.1482, 5.2004], [-2.4046, 2.5556, 1.6026], [-3.1156, 3.4762, 2.3890], [-3.2505, 4.8117, 2.0726], [-2.6905, 5.2838, 0.8957], [-1.9738, 4.4017, 0.1090], [-1.7684, 3.0549, 0.4404], [-0.5807, 2.1097, -0.6660], [-1.6107, 1.8254, -2.2250], [-2.4710, 0.6015, -1.9332], [-0.7282, 1.4810, -3.4258], [-2.5555, 2.9624, -2.6270], [0.8208, 3.3286, -1.0851], [0.5356, 4.5605, -1.9617], [1.4212, 3.8028, 0.2372], [1.9308, 2.5433, -1.8069], [-2.4908, -3.4479, 4.0593], [-3.8980, -4.1922, 4.8615], [-3.9827, -3.6550, 3.1746], [-3.6395, -1.8483, 5.6082], [-6.0445, -2.3465, 3.7944], [-5.9521, -1.0311, 4.9616], [-5.9018, -2.7175, 5.5070], [-5.0521, -1.1445, 2.2242], [-4.1855, 1.7735, 0.1360], [-6.0246, -0.6478, 0.4060], [-4.5455, -0.7264, -0.5283], [-5.8234, 0.4106, -0.9843], [-6.3508, 1.1084, 2.1576], [-6.5899, 2.1168, 0.7213], [-5.5033, 2.6473, 2.0081], [-1.9225, -0.4956, 5.0138], [-1.6231, 2.4510, 4.3684], [0.5974, 1.8827, 2.4059], [-0.3538, 3.3533, 2.6097], [0.9014, 2.9457, 3.7620], [0.3596, 0.2193, 4.9522], [-0.8365, 0.9469, 6.0272], [0.5895, 1.8630, 5.5589], [-3.5822, 3.0808, 3.2824], [-3.8089, 5.4719, 2.7266], [-2.8051, 6.3158, 0.5869], [-1.5638, 4.7781, -0.8123], [-1.9075, -0.2659, -1.5822], [-2.9801, 0.3100, -2.8590], [-3.2333, 0.8382, -1.2004], [-0.0324, 0.6703, -3.2107], [-0.1621, 2.3327, -3.7960], [-1.3872, 1.1466, -4.2322], [-3.2528, 3.2169, -1.8297], [-3.1447, 2.6220, -3.4846], [-2.0339, 3.8701, -2.9294], [-0.0235, 5.3471, -1.4614], [0.0372, 4.3132, -2.8972], [1.5058, 4.9965, -2.2224], [0.7138, 4.3722, 0.8405], [2.2745, 4.4478, 0.0062], [1.7902, 2.9641, 0.8216], [1.6699, 2.2887, -2.8281], [2.2059, 1.6454, -1.2603], [2.8079, 3.1965, -1.8495]]
}

---

Run B
{
  "formula": "C57H85MnO6PSSe",
  "method": "ωB97M-V/def2-TZVPD",
  "s_squared": 8.75,
  "spin_multiplicity": 6,
  "homo_ev": [-0.97, -1.02],
  "total_charge": -2,
  "orbital_gap_ev": [4.8, 4.9],
  "symbols": ["Mn", "C", "C", "C", "C", "C", "C", "C", "Se", "C", "C", "C", "C", "C", "C", "O", "C", "C", "C", "C", "C", "C", "C", "C", "C", "O", "C", "C", "C", "C", "C", "C", "H", "H", "H", "H", "H", "H", "H", "H", "H", "H", "H", "H", "H", "H", "H", "H", "H", "H", "H", "H", "H", "H", "H", "H", "H", "H", "H", "H", "H", "H", "H", "H", "H", "H", "H", "H", "H", "H", "H", "H", "O", "S", "O", "O", "O", "C", "C", "C", "C", "C", "C", "C", "C", "C", "C", "C", "C", "C", "C", "C", "C", "C", "C", "C", "C", "C", "P", "C", "C", "C", "C", "C", "C", "C", "C", "H", "H", "H", "H", "H", "H", "H", "H", "H", "H", "H", "H", "H", "H", "H", "H", "H", "H", "H", "H", "H", "H", "H", "H", "H", "H", "H", "H", "H", "H", "H", "H", "H", "H", "H", "H", "H", "H", "H", "H", "H", "H", "H", "H", "H"],
  "positions_angstrom": [[-0.1433, -0.0556, -0.0584], [2.9764, -7.3001, 0.3007], [3.8229, -6.3485, -0.5454], [3.9882, -6.9710, -1.9394], [5.2046, -6.2317, 0.1160], [3.1838, -4.9675, -0.6637], [2.0057, -4.6065, -0.0251], [1.4702, -3.3350, -0.1522], [0.0434, -2.8674, 1.0733], [1.3270, -1.9939, 2.2531], [1.8336, -2.9556, 3.1037], [2.8643, -2.6719, 3.9849], [3.3193, -1.3589, 3.9783], [2.8270, -0.3543, 3.1565], [1.7892, -0.6563, 2.2109], [1.3138, 0.2105, 1.3783], [3.4859, 1.0250, 3.3326], [3.3100, 1.4892, 4.7889], [4.9863, 0.9127, 3.0132], [2.9266, 2.1298, 2.4422], [3.4994, -3.7111, 4.9044], [4.9885, -3.8625, 4.5590], [3.3662, -3.2722, 6.3695], [2.8408, -5.0833, 4.7562], [2.0577, -2.3221, -0.9615], [1.5619, -1.1457, -1.1204], [3.3148, -2.6794, -1.5655], [3.8166, -3.9592, -1.4010], [4.1604, -1.5739, -2.2081], [3.4081, -0.8786, -3.3623], [5.4852, -2.0911, -2.7798], [4.4938, -0.5521, -1.1037], [3.4667, -8.2761, 0.3610], [1.9848, -7.4431, -0.1334], [2.8503, -6.9245, 1.3180], [4.4562, -7.9591, -1.8716], [4.6100, -6.3424, -2.5789], [3.0155, -7.0789, -2.4238], [5.6843, -7.2137, 0.1907], [5.1085, -5.8143, 1.1206], [5.8618, -5.5739, -0.4548], [1.4879, -5.3104, 0.6192], [1.4109, -3.9543, 3.0609], [4.1215, -1.0996, 4.6627], [3.7734, 0.8030, 5.4999], [2.2481, 1.5591, 5.0317], [3.7641, 2.4763, 4.9262], [5.4896, 0.1977, 3.6668], [5.4739, 1.8865, 3.1327], [5.1262, 0.5809, 1.9818], [1.8519, 2.2468, 2.5716], [3.1117, 1.9078, 1.3948], [3.4296, 3.0708, 2.6983], [5.5132, -2.9103, 4.6557], [5.1045, -4.2013, 3.5273], [5.4705, -4.5890, 5.2225], [3.8646, -2.3169, 6.5422], [3.8132, -4.0152, 7.0389], [2.3144, -3.1501, 6.6344], [2.9371, -5.4598, 3.7352], [1.7788, -5.0450, 5.0063], [3.3239, -5.7991, 5.4276], [4.7726, -4.1924, -1.8555], [2.3452, -0.7966, -3.1377], [3.5431, -1.4361, -4.2934], [3.8029, 0.1303, -3.5207], [5.3320, -2.9348, -3.4567], [6.1813, -2.3971, -1.9948], [5.9590, -1.2879, -3.3519], [3.5802, -0.1221, -0.6945], [5.1226, 0.2530, -1.5020], [5.0311, -1.0446, -0.2892], [-1.4669, -1.5361, 2.5709], [-1.8531, -0.0574, 2.6693], [-3.3320, 0.0176, 2.8823], [-1.6426, 0.5375, 1.2063], [-0.8544, -1.9837, -0.0310], [-3.6345, -4.7260, -2.2782], [-2.8890, -3.7787, -1.3344], [-3.5217, -3.7662, 0.0524], [-2.7536, -2.3991, -1.9464], [-1.8513, -2.1955, -2.9756], [-1.5706, -0.9408, -3.5082], [-0.5604, -0.9944, -4.6590], [-1.2058, -1.6194, -5.9010], [0.1953, 0.2633, -5.0674], [-2.2377, 0.1806, -2.9671], [-3.2235, -0.0298, -1.9786], [-3.4414, -1.3004, -1.4683], [-4.0983, 1.1076, -1.4972], [-4.7256, 0.8926, -0.1238], [-5.2091, 1.4182, -2.5112], [-2.0917, 1.5433, -3.5979], [-2.7201, 1.6609, -4.8440], [-2.6627, 2.8134, -5.6021], [-1.9626, 3.9053, -5.1129], [-1.3566, 3.8203, -3.8719], [-1.3992, 2.6654, -3.0802], [-0.6506, 2.6917, -1.3711], [-1.5211, 4.1764, -0.5243], [-3.0393, 4.1955, -0.7471], [-1.0328, 5.5751, -0.9415], [-1.2973, 3.9498, 0.9837], [1.1813, 3.1945, -1.6180], [1.5601, 4.0960, -2.7953], [1.7362, 3.7666, -0.3124], [1.9336, 1.8663, -1.8019], [-3.6700, -5.7368, -1.8627], [-3.1549, -4.7748, -3.2581], [-4.6633, -4.3843, -2.4259], [-1.8627, -4.1432, -1.2244], [-4.5759, -3.4763, 0.0064], [-3.0055, -3.0735, 0.7211], [-3.4780, -4.7686, 0.4874], [-1.2806, -3.0466, -3.3391], [0.2043, -1.6929, -4.3023], [-1.9705, -0.9537, -6.3110], [-1.6804, -2.5720, -5.6645], [-0.4561, -1.7895, -6.6791], [0.5461, 0.8039, -4.2002], [-0.4011, 0.9443, -5.6748], [1.0706, -0.0313, -5.6526], [-4.1160, -1.4084, -0.6322], [-3.4459, 1.9714, -1.4366], [-5.5329, 0.1538, -0.1788], [-5.1827, 1.8274, 0.2143], [-4.0094, 0.5694, 0.6336], [-5.8075, 0.5194, -2.6865], [-4.8306, 1.7671, -3.4711], [-5.8730, 2.1879, -2.1072], [-3.2660, 0.7995, -5.2099], [-3.1597, 2.8588, -6.5641], [-1.8945, 4.8226, -5.6859], [-0.8316, 4.6884, -3.5047], [-3.3222, 4.0565, -1.7921], [-3.4052, 5.1777, -0.4303], [-3.5444, 3.4514, -0.1346], [-1.4762, 5.8761, -1.8923], [0.0444, 5.6760, -1.0224], [-1.3770, 6.2926, -0.1886], [-1.5321, 2.9171, 1.2635], [-1.9512, 4.6244, 1.5471], [-0.2722, 4.1556, 1.2858], [1.1400, 5.1010, -2.7300], [1.2641, 3.6562, -3.7488], [2.6503, 4.1977, -2.8036], [1.4927, 3.1139, 0.5229], [2.8280, 3.7953, -0.3900], [1.3948, 4.7716, -0.0761], [1.6009, 1.3089, -2.6695], [1.8601, 1.2179, -0.9281], [3.0010, 2.0706, -1.9402]]
}

---

Which of them is least stable? Easy: run B.

---

Run A
{
  "formula": "C4H4O2",
  "method": "ωB97M-V/def2-TZVPD",
  "homo_ev": -9.93,
  "orbital_gap_ev": 10.8,
  "smiles": "O=C(O)C1C=C1",
  "symbols": ["O", "C", "O", "C", "C", "C", "H", "H", "H", "H"],
  "positions_angstrom": [[-1.7711, -0.0824, -1.4857], [-1.0222, -0.2313, -0.5688], [-1.4496, -0.5683, 0.6553], [0.4114, 0.1250, -0.5618], [1.0605, 0.8756, 0.7235], [1.3849, -0.3615, 0.5408], [-2.4877, -0.6471, 0.6139], [0.9687, 0.1870, -1.5935], [1.0058, 1.9414, 1.0327], [1.8993, -1.2384, 0.6434]]
}

---

Run B
{
  "formula": "C4H4O2",
  "method": "ωB97M-V/def2-TZVPD",
  "homo_ev": -10.00,
  "orbital_gap_ev": 10.0,
  "smiles": "O=CC#CCO",
  "symbols": ["O", "C", "C", "C", "C", "O", "H", "H", "H", "H"],
  "positions_angstrom": [[2.9876, -1.1383, -1.1659], [1.9282, -1.5458, -0.7950], [0.9726, -0.6047, -0.1177], [0.0503, 0.1517, 0.2549], [-1.0134, 1.0306, 0.7031], [-2.3142, 1.0615, 0.2929], [1.5163, -2.5653, -1.0410], [-1.0381, 1.0285, 1.8814], [-0.5457, 1.9500, 0.5122], [-2.5437, 0.6319, -0.5250]]
}

---

Run C
{
  "formula": "C4H4O2",
  "method": "ωB97M-V/def2-TZVPD",
  "homo_ev": [-8.77, -8.77],
  "orbital_gap_ev": [8.4, 8.4],
  "symbols": ["C", "C", "C", "C", "O", "O", "H", "H", "H", "H"],
  "positions_angstrom": [[-0.9362, -1.1974, -0.0373], [-1.2215, 0.8656, 0.4637], [0.2642, -0.7673, 0.0125], [1.3927, -0.0669, -0.4630], [-1.9026, -1.8156, 0.2633], [-1.9384, 1.5533, -0.2016], [-0.7829, 1.0209, 1.4950], [1.3425, 0.9166, 0.0165], [1.3739, 0.0183, -1.4483], [2.4083, -0.5276, -0.1008]]
}

---

Run D
{
  "formula": "C4H4O2",
  "method": "ωB97M-V/def2-TZVPD",
  "homo_ev": [-8.06, -8.55],
  "orbital_gap_ev": [7.0, 7.6],
  "symbols": ["O", "C", "C", "O", "C", "C", "H", "H", "H", "H"],
  "positions_angstrom": [[1.5288, -0.7922, -0.1701], [0.3501, -0.1845, -0.1949], [0.2859, 1.0445, -1.0050], [1.2612, 1.3938, -1.6444], [-0.7366, -0.5897, 0.5954], [-1.5979, -1.4021, 1.0803], [2.1333, -0.2109, -0.6792], [-0.4481, 0.5162, 0.9935], [-0.6767, 1.5833, -1.0146], [-2.1001, -1.3585, 2.0390]]
}

---

Which of them is least stable? Easy: run D.